Formula: C39H35N10O2Pb
Source: the Open Molecules 2025 dataset
Level of theory: ωB97M-V/def2-TZVPD

CARTESIAN COORDINATES (ANGSTROEM)
Pb: 0.042 -0.484 -1.125
C: -0.019 2.961 -4.204
C: -0.854 3.956 -3.691
C: -1.666 3.669 -2.621
C: -1.654 2.384 -2.056
N: -0.813 1.451 -2.524
C: -0.032 1.739 -3.581
N: -2.584 2.154 -1.052
C: -2.836 1.032 -0.473
N: -2.114 -0.148 -0.420
C: -2.939 -1.140 0.107
N: -2.785 -2.407 0.203
C: -1.870 -3.216 -0.444
C: -1.901 -4.579 -0.107
C: -1.153 -5.482 -0.822
C: -0.360 -5.030 -1.879
C: -0.340 -3.679 -2.122
N: -1.051 -2.782 -1.416
C: -4.183 -0.495 0.596
C: -5.303 -1.030 1.198
C: -6.353 -0.161 1.477
C: -6.276 1.192 1.146
C: -5.148 1.713 0.517
C: -4.110 0.840 0.261
H: 0.622 3.137 -5.057
H: -0.869 4.941 -4.140
H: -2.347 4.395 -2.198
H: 0.625 0.939 -3.917
H: -2.555 -4.884 0.699
H: -1.193 -6.537 -0.581
H: 0.219 -5.710 -2.487
H: 0.277 -3.269 -2.918
H: -5.354 -2.084 1.444
H: -7.250 -0.540 1.952
H: -7.111 1.844 1.373
H: -5.077 2.757 0.237
C: 3.443 3.535 -0.755
C: 2.809 2.170 -0.834
N: 1.608 1.898 -0.490
N: 0.862 2.986 -0.054
C: 0.012 2.800 0.861
O: 0.040 1.524 1.468
C: -0.899 3.885 1.306
C: -1.994 3.690 2.149
C: -2.795 4.763 2.510
C: -2.519 6.034 2.038
C: -1.441 6.233 1.184
C: -0.638 5.169 0.819
C: 3.636 1.034 -1.339
C: 4.986 1.212 -1.628
C: 5.724 0.133 -2.089
C: 5.100 -1.090 -2.246
C: 3.751 -1.179 -1.926
N: 3.034 -0.153 -1.480
H: 2.711 4.275 -0.465
H: 3.864 3.811 -1.724
H: 4.253 3.544 -0.022
H: -2.256 2.715 2.521
H: -3.643 4.596 3.162
H: -3.135 6.872 2.339
H: -1.223 7.222 0.802
H: 0.204 5.320 0.158
H: 5.458 2.175 -1.501
H: 6.775 0.252 -2.321
H: 5.638 -1.957 -2.607
H: 3.220 -2.121 -2.031
N: -1.499 0.558 3.117
C: -0.809 1.061 2.345
O: 0.439 -1.423 1.178
C: 1.313 -2.175 1.634
C: 1.009 -3.122 2.759
C: 1.023 -4.588 2.284
C: 2.417 -5.210 2.221
C: 3.370 -4.555 1.221
C: 3.640 -3.079 1.501
N: 2.546 -2.192 1.102
H: 0.029 -2.845 3.136
H: 1.737 -2.986 3.564
H: 0.540 -4.654 1.304
H: 0.412 -5.170 2.974
H: 2.318 -6.267 1.966
H: 2.869 -5.169 3.218
H: 2.977 -4.655 0.204
H: 4.327 -5.082 1.251
H: 4.516 -2.748 0.948
H: 3.856 -2.937 2.562
H: 2.700 -1.555 0.332

Computed properties:
- Energy relative to the best compared isomer or geometry (same formula, charge and spin): 0.000 eV
- HOMO energy: -10.32 eV
- Total charge: +1
- M: 882.98 g/mol
- Maximum force: 0.486 eV Å⁻¹
- Gap between HOMO and LUMO: 7.299 eV